(1)
Formula: C35H37N13O4ReSe
Source: the OMol25 dataset
Level of theory: ωB97M-V/def2-TZVPD

HOMO energy (alpha / beta)   -13.19 / -13.19 eV
Gap between HOMO and LUMO (alpha / beta)   6.017 / 6.009 eV
Energy above the lowest of the compared OMol25 structures with the same formula, charge and spin   1.259 eV
<S²>   0.764

Structure (ORCA input):
```
! wB97M-V def2-TZVPD RIJCOSX def2/J DEFGRID3
* xyz 2 2
Re 0.106 -0.368 1.590
C 4.997 1.245 -0.725
N 4.002 0.596 0.152
C 2.689 0.551 0.039
N 2.185 -0.119 1.082
C 3.294 -0.460 1.815
N 4.404 -0.052 1.274
C 4.618 1.174 -2.183
C 4.892 2.247 -3.022
C 4.593 2.169 -4.378
C 3.989 1.038 -4.900
C 3.704 -0.034 -4.058
C 4.040 0.028 -2.712
C 3.002 -1.216 -4.558
N 2.539 -1.472 -5.727
N 1.875 -2.701 -5.625
C 2.001 -3.076 -4.404
O 2.708 -2.187 -3.657
C 1.437 -4.224 -3.696
C 0.506 -5.064 -4.299
C -0.068 -6.083 -3.556
C 0.254 -6.249 -2.213
C 1.192 -5.416 -1.615
C 1.544 -5.550 -0.160
N 1.031 -4.411 0.641
C 1.172 -3.111 0.452
N 0.556 -2.457 1.442
C 0.036 -3.460 2.218
N 0.303 -4.648 1.757
C 1.802 -4.430 -2.374
H 5.933 0.731 -0.515
H 5.104 2.280 -0.403
H 2.136 0.981 -0.781
H 3.255 -1.020 2.736
H 5.351 3.145 -2.624
H 4.822 3.004 -5.026
H 3.729 0.975 -5.949
H 3.849 -0.832 -2.083
H 0.237 -4.907 -5.336
H -0.784 -6.747 -4.021
H -0.221 -7.033 -1.637
H 2.621 -5.601 -0.006
H 1.090 -6.427 0.290
H 1.678 -2.658 -0.382
H -0.530 -3.288 3.119
H 2.589 -3.818 -1.947
O 0.710 -0.548 4.548
C 0.470 -0.435 3.434
C -0.950 1.824 -0.926
N -0.786 2.969 -0.047
C -1.720 4.065 -0.362
C -0.275 2.836 1.178
N -0.085 1.622 1.799
N 0.072 3.935 1.863
C 0.570 5.146 1.200
C 0.335 3.893 3.305
H -1.106 2.192 -1.938
H -1.812 1.227 -0.634
H -0.063 1.201 -0.936
H -2.680 3.620 -0.624
H -1.358 4.654 -1.203
H -1.875 4.703 0.499
H 0.321 1.838 2.696
H 0.668 4.987 0.132
H 1.554 5.374 1.610
H -0.086 5.997 1.382
H 1.340 3.521 3.525
H -0.416 3.303 3.824
H 0.264 4.909 3.686
Se -3.411 2.493 2.932
C -5.226 2.893 3.167
C -6.168 2.535 2.200
C -7.495 2.863 2.419
N -7.922 3.508 3.505
C -7.019 3.844 4.425
C -5.667 3.558 4.310
H -5.869 2.015 1.299
H -8.253 2.600 1.690
H -7.394 4.365 5.298
H -4.975 3.840 5.091
O -1.024 -1.125 -0.439
C -1.973 -1.328 0.328
C -3.281 -2.021 0.116
C -3.891 -2.040 1.533
C -3.000 -1.140 2.380
O -3.193 -0.662 3.448
N -1.815 -0.884 1.611
H -3.129 -3.006 -0.323
H -3.875 -1.442 -0.594
H -3.847 -3.038 1.974
H -4.925 -1.709 1.585
*
```

Results of the Mulliken charge analysis, in e, for atoms 1 through 4: Re 2.82; C -0.79; N 0.87; C -0.56


(2)
Formula: C4H4F2
Source: the OMol25 dataset
Level of theory: ωB97M-V/def2-TZVPD

HOMO energy   -9.71 eV
Gap between HOMO and LUMO   10.061 eV
Energy above the lowest of the compared OMol25 structures with the same formula, charge and spin   4.905 eV
Structure (SMILES)   FC1=C=C1F.C

Structure (ORCA input):
```
! wB97M-V def2-TZVPD RIJCOSX def2/J DEFGRID3
* xyz 0 1
F -1.606 2.658 -0.476
C -1.344 1.432 -0.732
C -0.972 0.131 -0.273
C -1.435 0.399 -1.581
F -1.474 0.016 -2.816
C 1.486 -0.745 1.214
H 1.701 -1.115 0.143
H 2.132 -0.865 2.086
H 0.873 -1.736 1.144
H 0.641 -0.176 1.292
*
```

Results of the Mulliken charge analysis, in e, for atoms 1 through 4: F -0.20; C 0.41; C -0.59; C 0.50


(3)
Formula: C10H14BrN3O3PtSe4
Source: the OMol25 dataset
Level of theory: ωB97M-V/def2-TZVPD

HOMO energy (alpha / beta)   1.04 / -1.33 eV
Gap between HOMO and LUMO (alpha / beta)   2.760 / 5.137 eV
Energy above the lowest of the compared OMol25 structures with the same formula, charge and spin   0.809 eV
<S²>   2.007

Structure (ORCA input):
```
! wB97M-V def2-TZVPD RIJCOSX def2/J DEFGRID3
* xyz -2 3
Pt 0.357 -1.235 -0.399
Se 2.737 -3.195 -0.106
Se 4.723 -3.336 -1.074
Se 4.793 -1.465 -2.650
Se 2.777 -0.507 -2.302
Br -1.314 -1.197 7.114
C -0.853 -0.870 5.291
C -0.723 0.433 4.853
N -0.406 0.714 3.596
C -0.215 -0.293 2.737
C -0.311 -1.639 3.099
C -0.644 -1.917 4.419
C -0.071 -2.879 2.210
O -0.212 -3.962 2.777
O 0.279 -2.765 0.991
H -0.879 1.265 5.531
H 0.000 0.009 1.722
H -0.726 -2.954 4.715
N -0.714 2.554 -3.321
C -1.366 1.228 -3.472
C -0.443 0.132 -2.962
N -0.029 0.390 -1.599
C 0.637 1.666 -1.466
C -0.268 2.799 -1.925
H -1.362 3.341 -3.661
H 0.096 2.617 -3.958
H -1.611 1.114 -4.532
H -2.286 1.266 -2.890
H 0.406 0.026 -3.659
H -0.997 -0.809 -2.983
H -1.439 0.039 -0.491
H 1.586 1.743 -2.018
H 0.877 1.831 -0.412
H 0.241 3.766 -1.921
H -1.169 2.862 -1.315
O -1.470 -0.772 0.059
*
```

Results of the Mulliken charge analysis, in e, for atoms 1 through 4: Pt 0.43; Se -0.07; Se -0.19; Se -0.28


(4)
Formula: CH2N2OS
Source: the OMol25 dataset
Level of theory: ωB97M-V/def2-TZVPD

HOMO energy (alpha / beta)   -7.16 / -7.28 eV
Gap between HOMO and LUMO (alpha / beta)   6.522 / 6.687 eV
Energy above the lowest of the compared OMol25 structures with the same formula, charge and spin   2.961 eV

Structure (ORCA input):
```
! wB97M-V def2-TZVPD RIJCOSX def2/J DEFGRID3
* xyz 0 1
C 0.676 0.669 -0.430
N 0.086 -1.930 -0.369
N -0.422 0.725 0.208
O -0.896 -1.685 0.282
S 2.095 1.103 -0.902
H -1.093 -0.283 0.279
H -0.446 1.400 0.932
*
```

Results of the Mulliken charge analysis, in e, for atoms 1 through 4: C 0.35; N -0.07; N -0.35; O -0.28


(5)
Formula: CH8NO2
Source: the OMol25 dataset
Level of theory: ωB97M-V/def2-TZVPD

HOMO energy   -15.82 eV
Gap between HOMO and LUMO   10.561 eV
Energy above the lowest of the compared OMol25 structures with the same formula, charge and spin   1.244 eV

Structure (ORCA input):
```
! wB97M-V def2-TZVPD RIJCOSX def2/J DEFGRID3
* xyz 1 1
C -0.371 0.983 -1.327
N 0.685 0.785 -0.644
H -0.510 0.964 -2.387
H -1.268 1.170 -0.729
H 0.618 0.474 0.320
H 1.654 1.051 -0.786
H -1.300 -0.463 2.012
H -0.551 0.806 2.562
O -0.791 0.310 1.774
H -0.006 -2.192 -0.755
H 1.237 -2.234 0.195
O 0.603 -1.653 -0.234
*
```

Results of the Mulliken charge analysis, in e, for atoms 1 through 4: C -0.16; N -0.11; H 0.31; H 0.28


(6)
Formula: C4H7N3
Source: the OMol25 dataset
Level of theory: ωB97M-V/def2-TZVPD

HOMO energy   -9.07 eV
Gap between HOMO and LUMO   9.711 eV
Energy above the lowest of the compared OMol25 structures with the same formula, charge and spin   2.779 eV
Structure (SMILES)   Cc1nncn1C

Structure (ORCA input):
```
! wB97M-V def2-TZVPD RIJCOSX def2/J DEFGRID3
* xyz 0 1
C -1.547 -1.193 -0.033
C -0.122 -0.938 -0.179
N 0.929 -1.860 0.042
N 2.079 -1.200 -0.080
C 1.898 0.018 -0.018
N 0.583 0.282 -0.288
C -0.056 1.687 -0.005
H -1.729 -2.200 -0.296
H -2.399 -0.425 -0.675
H -1.880 -1.049 1.105
H 2.670 0.937 0.163
H -0.746 1.719 0.926
H 0.748 2.299 0.339
H -0.428 1.922 -1.003
*
```

Results of the Mulliken charge analysis, in e, for atoms 1 through 4: C -0.98; C 0.51; N -0.44; N -0.44


(7)
Formula: C5H12S2Si
Source: the OMol25 dataset
Level of theory: ωB97M-V/def2-TZVPD

HOMO energy   -8.62 eV
Gap between HOMO and LUMO   7.901 eV
Energy above the lowest of the compared OMol25 structures with the same formula, charge and spin   0.472 eV
Structure (SMILES)   C[Si](C)(C)C(=S)CS

Structure (ORCA input):
```
! wB97M-V def2-TZVPD RIJCOSX def2/J DEFGRID3
* xyz 0 1
C 2.253 -0.645 0.451
Si 0.555 -0.165 -0.216
C -0.209 -1.105 -1.773
C 0.655 1.693 -0.571
C -0.650 -0.551 1.172
S -0.561 -1.951 2.098
C -1.658 0.438 1.462
S -2.567 0.927 -0.086
H 2.649 -0.051 1.373
H 2.527 -1.603 0.796
H 2.981 -0.662 -0.406
H 0.413 -1.254 -2.700
H -0.444 -2.108 -1.357
H -1.143 -0.765 -2.052
H -0.149 2.087 -1.083
H 0.802 2.158 0.337
H 1.516 1.961 -1.178
H -2.358 0.155 2.188
H -1.297 1.471 1.840
H -3.317 -0.030 -0.295
*
```

Results of the Mulliken charge analysis, in e, for atoms 1 through 4: C -1.10; Si 0.30; C -1.05; C -1.23


(8)
Formula: C3H9INO2
Source: the OMol25 dataset
Level of theory: ωB97M-V/def2-TZVPD

HOMO energy   -13.98 eV
Gap between HOMO and LUMO   10.268 eV
Energy above the lowest of the compared OMol25 structures with the same formula, charge and spin   0.369 eV
Structure (SMILES)   CO[C@H](O)[C@@H]([NH3+])I

Structure (ORCA input):
```
! wB97M-V def2-TZVPD RIJCOSX def2/J DEFGRID3
* xyz 1 1
C 2.185 0.969 -0.526
O 1.093 0.008 -0.551
C -0.164 0.531 -0.141
O -0.296 0.871 1.248
C -1.282 -0.512 -0.403
N -0.948 -1.712 0.538
I -3.245 0.112 -0.133
H 3.043 0.489 -0.950
H 2.318 1.289 0.507
H 1.848 1.824 -1.136
H -0.297 1.453 -0.752
H -0.259 1.781 1.431
H -1.291 -0.951 -1.450
H -1.896 -2.330 0.664
H -0.167 -2.419 0.175
H -0.640 -1.403 1.478
*
```

Results of the Mulliken charge analysis, in e, for atoms 1 through 4: C -0.67; O -0.37; C -0.02; O -0.55


(9)
Formula: CH2Cl2F12P2V
Source: the OMol25 dataset
Level of theory: ωB97M-V/def2-TZVPD

HOMO energy (alpha / beta)   -10.66 / -12.17 eV
Gap between HOMO and LUMO (alpha / beta)   9.834 / 11.404 eV
Energy above the lowest of the compared OMol25 structures with the same formula, charge and spin   0.467 eV
<S²>   3.752

Structure (ORCA input):
```
! wB97M-V def2-TZVPD RIJCOSX def2/J DEFGRID3
* xyz 0 4
V 0.213 -0.180 0.501
P -0.161 -2.999 0.839
F 0.246 -3.722 2.161
F -0.876 -1.763 1.701
F 1.230 -2.032 0.914
F -0.519 -2.016 -0.489
F 0.591 -4.006 -0.090
F -1.535 -3.722 0.700
P 0.259 2.368 1.779
F -0.193 0.831 2.324
F -1.026 2.989 2.401
F 1.119 2.599 3.059
F 0.732 3.680 1.073
F 1.529 1.502 1.084
F -0.597 1.923 0.423
C -0.099 1.002 -3.764
Cl -0.050 0.520 -2.035
Cl -1.456 0.258 -4.588
H -0.238 2.075 -3.779
H 0.834 0.694 -4.214
*
```

Results of the Mulliken charge analysis, in e, for atoms 1 through 4: V 1.19; P 1.38; F -0.30; F -0.36


(10)
Formula: C4H32O15
Source: the OMol25 dataset
Level of theory: ωB97M-V/def2-TZVPD

HOMO energy   -9.93 eV
Gap between HOMO and LUMO   9.856 eV
Energy above the lowest of the compared OMol25 structures with the same formula, charge and spin   4.248 eV

Structure (ORCA input):
```
! wB97M-V def2-TZVPD RIJCOSX def2/J DEFGRID3
* xyz 0 1
O 0.047 0.483 -0.566
C 1.133 0.016 -0.837
C 1.867 -1.032 -0.081
C 3.220 -0.481 0.337
C 3.964 -1.331 1.331
O 4.219 -1.006 2.461
H 1.742 0.520 -1.592
H 1.400 -1.430 0.818
H 1.938 -1.965 -0.636
H 3.302 0.551 0.691
H 3.937 -0.385 -0.502
H 4.303 -2.297 0.890
H -0.729 -1.743 -2.401
H -0.940 -2.657 -1.132
O -0.310 -2.182 -1.674
H -3.969 -0.959 -1.494
H -3.940 0.150 -2.478
O -3.584 -0.727 -2.357
H 1.323 2.631 -3.512
H 0.693 1.262 -3.117
O 1.475 1.701 -3.510
H 0.217 1.179 1.417
H 1.430 1.969 1.173
O 0.849 1.748 1.897
H -4.324 2.146 0.632
H -3.567 1.779 -0.656
O -4.078 1.375 0.079
H -4.699 -2.218 1.224
H -3.412 -2.509 0.560
O -4.055 -2.924 1.122
H -1.808 0.149 -3.296
H -1.417 0.215 -4.820
O -1.243 0.608 -3.942
H -3.258 0.100 3.175
H -2.330 0.763 2.103
O -2.510 -0.036 2.568
H 4.012 1.582 2.670
H 2.667 2.238 2.729
O 3.526 2.306 2.301
H 2.676 2.749 0.290
H 2.737 2.529 -1.246
O 2.165 2.807 -0.523
H 0.803 -4.382 1.698
H 0.000 -2.992 1.886
O 0.727 -3.471 1.411
H 0.414 -1.361 2.942
H -1.214 -1.145 2.880
O -0.458 -1.762 2.885
H -1.832 3.073 -0.776
H -1.116 2.000 -1.596
O -1.991 2.367 -1.426
*
```

Results of the Mulliken charge analysis, in e, for atoms 1 through 4: O 0.08; C -0.35; C 0.14; C -0.23


(11)
Formula: C7H20AsN5SbSe4V
Source: the OMol25 dataset
Level of theory: ωB97M-V/def2-TZVPD

HOMO energy (alpha / beta)   -10.61 / -10.66 eV
Gap between HOMO and LUMO (alpha / beta)   5.908 / 6.541 eV
<S²>   0.792

Structure (ORCA input):
```
! wB97M-V def2-TZVPD RIJCOSX def2/J DEFGRID3
* xyz 1 2
V -0.438 -0.668 -1.025
C -1.175 1.046 3.977
N -0.576 0.101 3.040
C -0.461 -1.295 3.458
C -0.514 0.383 1.735
N -0.027 -0.459 0.844
N -0.996 1.602 1.349
C -0.975 2.123 0.065
N -1.834 3.144 -0.116
N -0.156 1.668 -0.819
H -0.965 0.715 4.989
H -2.263 1.097 3.856
H -0.731 2.034 3.863
H -0.548 -1.342 4.538
H 0.509 -1.718 3.196
H -1.258 -1.897 3.014
H 0.389 -1.273 1.273
H -1.688 1.993 1.963
H -2.545 3.349 0.566
H -1.977 3.514 -1.038
H -0.210 2.200 -1.678
C 2.725 -2.158 -1.619
As 1.695 -0.585 -2.098
C 2.864 0.838 -1.519
C 1.865 -0.559 -4.026
H 3.693 -2.126 -2.120
H 2.198 -3.062 -1.915
H 2.891 -2.186 -0.543
H 3.843 0.683 -1.972
H 2.960 0.817 -0.435
H 2.471 1.805 -1.818
H 2.892 -0.298 -4.277
H 1.188 0.168 -4.470
H 1.629 -1.542 -4.426
Se -1.807 -0.124 -2.671
Sb -3.258 -1.683 -0.969
Se -0.870 -2.862 -0.904
Se -4.751 -2.953 -2.302
Se -3.788 -0.490 1.032
*
```

Results of the Mulliken charge analysis, in e, for atoms 1 through 4: V 0.49; C -1.07; N 0.10; C -1.10


(12)
Formula: C9H17NO2P
Source: the OMol25 dataset
Level of theory: ωB97M-V/def2-TZVPD

HOMO energy (alpha / beta)   -11.11 / -11.11 eV
Gap between HOMO and LUMO (alpha / beta)   6.399 / 6.392 eV
Energy above the lowest of the compared OMol25 structures with the same formula, charge and spin   4.477 eV

Structure (ORCA input):
```
! wB97M-V def2-TZVPD RIJCOSX def2/J DEFGRID3
* xyz 1 1
C 1.033 0.608 0.424
C 1.785 -0.398 0.842
C -0.942 1.589 -0.209
C -2.298 1.765 -0.732
C 1.306 2.614 1.933
C 2.375 2.499 -0.476
C -0.033 -4.542 -0.035
C -1.121 -2.112 -1.097
C 1.239 2.088 0.449
N -0.078 2.577 -0.079
O -0.409 0.491 0.084
O -1.677 -2.789 1.398
P -0.440 -2.832 0.431
H -2.614 0.726 -0.939
H -3.032 2.319 -0.197
H -2.272 2.241 -1.819
H 2.178 2.274 2.434
H 0.284 2.263 2.368
H 1.357 3.669 2.018
H 2.081 3.449 -0.992
H 2.698 1.747 -1.141
H 3.238 2.849 0.108
H -0.801 -4.931 -0.792
H 0.042 -5.403 0.713
H 0.971 -4.623 -0.584
H -1.564 -1.197 -0.793
H -1.861 -2.811 -1.596
H -0.295 -1.906 -1.688
H 0.019 3.571 -0.343
H -1.970 -3.652 1.898
*
```

Results of the Mulliken charge analysis, in e, for atoms 1 through 4: C -0.10; C -0.59; C 0.83; C -1.21